DFT (wB97M-V/def2-TZVPD) results for a molecular structure, C50H51BHfN6O5P2S2 in a non-equilibrium geometry.

## Properties
* LUMO: -0.1 eV
* E_HOMO: -0.2231 Ha
* HOMO-LUMO gap: 5.99 eV

Each line ends with the Mulliken charge.
CARTESIAN COORDINATES (ANGSTROEM)
Hf 0.8433 0.1650 0.2040  0.353
S -0.8580 1.9586 -0.7531  0.101
S 2.5722 1.9908 -0.9006  -0.517
P 2.7141 -1.6696 -0.4589  1.222
P -0.2734 2.3405 2.4845  2.126
O -0.3908 -0.9479 -0.9345  0.650
O -0.5654 -0.1784 3.3370  -0.750
O 0.3648 -1.2086 1.6254  -0.697
O 4.0375 -0.0718 2.8460  -0.683
O 2.4062 0.4707 1.4115  -0.460
N 2.7575 3.7455 -2.9414  0.295
N -0.7021 -0.5540 2.1530  0.974
N 1.4935 2.0567 -3.4583  0.814
N -0.5998 -3.0403 0.0705  1.440
N -2.7748 1.4686 -2.6126  0.550
N -0.7916 0.9106 -3.3113  0.962
C 0.1848 2.1519 4.2420  0.566
C -1.7761 -0.2838 1.4226  0.419
C 4.5269 -4.0199 -3.2710  -0.747
C -3.8658 1.9396 -1.7665  -0.862
C 1.0469 1.8161 6.8671  -0.589
C 3.4854 -0.2080 1.7844  0.523
C -0.4306 4.8401 1.1306  -0.108
C 1.4142 -5.2627 1.3386  -0.677
C -2.9194 1.0292 -3.9195  -0.844
C 4.0283 -1.1707 0.7237  -0.923
C 3.6586 4.6122 -2.1943  -0.843
C -1.4345 -4.1601 0.6143  -0.723
C -2.3392 -1.0524 0.2344  1.773
C -0.3599 6.2213 1.0128  -0.976
C -2.8798 -3.6744 -1.9947  -0.865
C 0.2327 6.3855 3.3253  -0.799
C -0.9537 -5.5003 0.1201  0.317
C 1.9455 1.6768 5.8179  -0.735
C 1.8156 -3.1558 0.1103  -0.286
C -2.3592 -5.1454 -2.0626  -1.200
C -3.7015 -1.5573 0.6864  -1.141
C 2.3451 3.9401 -4.2510  -0.714
C -4.4048 2.7866 2.7206  -0.996
C -4.4769 -0.7561 1.4153  -1.413
C 3.9644 -1.3255 -2.9011  -0.021
C 4.6464 -1.7396 -4.0365  -0.696
C -4.8916 1.5686 2.2835  -0.767
C 3.5707 -2.2597 -1.9430  0.339
C -1.0318 -5.5766 -1.4172  -0.260
C 4.9289 -3.0876 -4.2198  -0.540
C 3.8416 -3.6123 -2.1328  -0.329
C -0.0299 7.0028 2.1129  -0.520
C -4.0084 0.5674 1.8840  1.485
C 1.5156 1.8371 4.5069  -0.598
C -1.9438 -2.4399 -1.9404  -0.974
C -1.6857 0.6848 -4.3425  -0.673
C -3.0319 3.0137 2.7865  -0.433
C 2.0286 -3.9440 1.2033  -0.571
C 0.6703 -3.3404 -0.6922  -3.028
C -1.3384 -1.8873 -0.6302  1.041
C -2.6362 0.7988 1.9587  -1.230
C -0.2835 2.1180 6.6014  -0.784
C 2.2390 2.5864 -2.4742  -0.038
C -0.7158 2.2826 5.2919  -0.089
C 1.5614 2.8904 -4.5640  -0.593
C -0.1867 4.1998 2.3518  -0.182
C -2.1187 2.0295 2.4337  0.488
C 0.1572 5.0009 3.4437  -0.544
C 0.3650 -5.9168 0.7732  -1.086
C -1.4652 1.4043 -2.2644  -1.146
B 0.7650 0.6787 -3.4162  0.137
H -1.7016 -6.2099 0.4964  0.852
H -0.8303 -6.6077 -1.7271  0.617
H 1.1727 0.0976 -2.4540  -0.605
H 4.5217 -2.0129 1.1990  0.511
H -0.2031 -2.6027 0.9037  0.578
H -3.4530 -3.5423 -2.9144  0.582
H 4.9497 -1.0128 -4.7813  0.434
H -1.7575 2.5083 5.0994  0.339
H 1.3768 1.6720 7.8883  0.371
H -4.3932 2.7541 -2.2598  0.394
H -2.5098 -1.5966 -2.3510  0.021
H 3.7258 -0.2751 -2.7560  0.134
H -4.5619 1.1261 -1.5653  0.327
H -0.5574 6.6878 0.0537  0.453
H 3.6142 5.6113 -2.6197  0.336
H -4.0784 -2.5086 0.3416  0.177
H 1.0398 2.6584 -5.4788  0.520
H -2.2625 -5.4016 -3.1203  0.461
H -3.4541 2.2944 -0.8258  0.201
H -0.6822 4.2582 0.2583  0.413
H 0.3887 -6.9903 0.9541  0.297
H 4.6809 4.2404 -2.2401  0.288
H 0.0242 8.0818 2.0243  0.386
H 4.7442 -5.0715 -3.4165  0.423
H 4.7777 -0.6111 0.1613  0.500
H -0.2193 -4.9726 -1.8075  -0.052
H -2.4754 -4.0107 0.3521  0.513
H -3.8772 0.9990 -4.4125  0.531
H 2.0251 -5.9159 1.9602  0.332
H -1.3544 -4.1067 1.6992  0.262
H -5.0920 3.5699 3.0169  0.421
H 0.5002 6.9792 4.1918  0.436
H -0.9908 2.2221 7.4158  0.419
H -3.1738 -5.7721 -1.6832  0.242
H 3.5046 -4.3378 -1.4012  0.374
H -3.6287 -3.5985 -1.2114  0.001
H 5.4561 -3.4131 -5.1085  0.382
H 0.6470 -2.8297 -1.6395  0.618
H 3.3480 4.6416 -1.1536  0.327
H 2.8210 -3.7076 1.9069  0.470
H 2.9813 1.4242 6.0101  0.474
H 0.9601 0.0778 -4.4516  -0.257
H 2.2164 1.6848 3.6927  0.124
H 0.3750 4.5516 4.4019  0.399
H -1.3616 0.2795 -5.2877  0.536
H -2.5622 -0.2622 -0.4861  -0.926
H -2.6701 3.9787 3.1248  0.506
H 2.6462 4.8016 -4.8240  0.464
H -5.9605 1.3872 2.2405  0.469
H -1.1031 -2.5826 -2.6211  0.526
H -5.4858 -1.0580 1.6801  0.470